Entry 1:
Here is C28H45As3CaCl5NOSSe as an isolated structure in a non-equilibrium geometry from the OMol25 dataset. Energies are from ωB97M-V/def2-TZVPD.

The geometry in XYZ format:
```
86
Properties=species:S:1:pos:R:3:forces:R:3
Ca 2.110 0.364 -0.838 0.434 0.149 -0.968
C -0.492 1.064 -3.990 0.092 0.058 -0.052
As -0.616 0.522 -2.123 -0.021 -0.316 -0.375
C -0.404 -1.409 -2.443 0.050 0.049 -0.053
C -2.560 0.382 -1.921 -0.175 -0.253 -0.128
C -3.434 1.633 -1.793 -0.058 0.038 -0.039
C -2.941 2.719 -2.757 -0.020 0.152 0.070
C -3.455 2.195 -0.363 -0.203 0.138 -0.031
As -1.872 1.999 0.769 0.324 -0.241 -0.206
C -2.548 3.117 2.212 -0.069 0.202 0.065
C -0.669 3.327 -0.026 -0.013 0.200 0.142
C -4.877 1.284 -2.234 0.147 0.091 0.060
As -6.044 -0.094 -1.411 -0.086 -0.040 -0.084
C -4.903 -1.199 -0.258 -0.061 -0.026 0.034
C -6.837 0.987 0.024 0.003 0.002 0.080
H -1.134 0.432 -4.605 0.000 0.021 -0.033
H 0.552 0.970 -4.286 -0.012 -0.042 -0.048
H -0.779 2.107 -4.103 0.108 -0.090 -0.044
H -1.090 -1.712 -3.235 -0.009 -0.040 0.022
H -0.618 -1.976 -1.537 -0.028 0.008 0.006
H 0.613 -1.648 -2.760 0.001 0.012 0.011
H -2.708 -0.287 -1.075 0.001 0.008 -0.022
H -2.852 -0.170 -2.820 -0.088 -0.009 0.005
H -1.949 3.089 -2.480 -0.104 -0.019 0.013
H -3.626 3.570 -2.743 0.011 -0.007 0.005
H -2.886 2.346 -3.781 -0.084 -0.001 0.040
H -4.213 1.679 0.223 -0.143 -0.063 -0.010
H -3.751 3.248 -0.391 -0.005 0.007 0.013
H -2.902 4.071 1.818 -0.013 0.019 0.090
H -1.751 3.298 2.933 -0.019 0.035 0.033
H -3.366 2.606 2.718 -0.015 0.016 0.016
H -1.190 4.272 -0.189 -0.003 -0.007 -0.003
H -0.256 2.970 -0.968 -0.024 0.049 0.103
H 0.162 3.483 0.662 -0.012 0.022 -0.010
H -4.864 1.024 -3.295 0.071 0.002 -0.035
H -5.490 2.188 -2.155 0.014 0.022 -0.038
H -4.335 -1.916 -0.847 0.023 0.000 -0.018
H -5.592 -1.755 0.379 0.028 -0.014 0.020
H -4.230 -0.621 0.373 0.020 0.027 0.064
H -7.145 1.952 -0.378 -0.018 -0.013 0.002
H -6.150 1.149 0.855 -0.040 0.011 0.005
H -7.723 0.471 0.392 0.001 0.014 0.032
Cl 4.505 0.832 0.864 0.023 -0.464 -0.009
C 4.393 -0.958 0.770 0.099 0.247 0.070
C 3.311 -1.485 0.100 -0.031 -0.296 0.338
C 3.263 -2.861 0.073 -0.160 -0.184 -0.122
Cl 1.876 -3.629 -0.722 0.243 0.161 0.138
C 4.232 -3.685 0.637 0.009 -0.006 -0.006
Cl 4.112 -5.399 0.559 -0.001 -0.048 0.008
C 5.318 -3.093 1.286 -0.036 -0.019 -0.014
Cl 6.542 -4.071 1.995 0.019 -0.016 0.016
C 5.402 -1.704 1.365 0.049 0.115 0.024
Cl 6.721 -0.950 2.182 -0.028 -0.050 -0.020
Se 3.301 1.618 -2.953 0.184 0.108 -0.525
C 3.907 -0.189 -3.212 -0.047 0.008 0.071
C 5.077 -0.665 -2.618 0.049 0.128 0.073
C 5.450 -1.990 -2.777 -0.088 -0.073 -0.058
N 4.751 -2.887 -3.478 -0.051 0.228 0.039
C 3.640 -2.430 -4.057 0.033 -0.037 0.030
C 3.186 -1.121 -3.964 -0.028 -0.003 0.078
H 5.687 0.001 -2.019 0.016 -0.006 -0.015
H 6.358 -2.352 -2.305 -0.001 -0.019 -0.004
H 3.071 -3.154 -4.631 0.001 -0.014 -0.007
H 2.277 -0.828 -4.476 0.019 -0.002 -0.019
C 2.722 1.345 4.839 0.104 0.058 -0.060
C 1.298 0.810 4.879 -0.088 0.007 0.072
C 0.530 1.007 3.576 -0.249 0.248 -0.109
S 1.254 0.079 2.226 0.758 0.270 -0.640
O 1.179 0.987 0.975 -0.498 -0.250 1.760
C 0.016 -1.172 1.944 -0.077 -0.165 -0.104
C -0.028 -2.192 3.080 0.002 0.029 0.033
C 1.192 -3.112 3.089 0.042 0.008 -0.020
H 3.234 1.144 5.779 -0.010 0.010 0.004
H 2.731 2.425 4.678 -0.033 -0.016 0.005
H 3.317 0.894 4.041 -0.067 -0.038 0.015
H 0.733 1.326 5.658 0.010 -0.021 0.035
H 1.293 -0.247 5.157 0.040 -0.016 -0.038
H 0.594 2.040 3.225 -0.010 0.008 0.082
H -0.523 0.732 3.647 -0.030 0.071 0.094
H 0.357 -1.659 1.023 -0.074 -0.004 0.001
H -0.920 -0.642 1.751 0.001 -0.100 0.053
H -0.946 -2.769 2.964 0.022 -0.069 -0.019
H -0.126 -1.680 4.042 -0.024 0.007 -0.012
H 1.245 -3.695 2.168 -0.033 0.009 0.015
H 1.159 -3.807 3.928 -0.037 0.016 -0.003
H 2.124 -2.546 3.162 -0.029 0.005 0.016
```
Forces are in eV/Å.

Results
HOMO energy = -7.57 eV
E = -13709.43151 Ha
Relative energy (zero: lowest compared OMol25 entry of this formula, charge and spin) = 0.255 eV

---

Entry 2:
Here is one molecule with the formula C5H8O from the OMol25 dataset. Energies are from ωB97M-V/def2-TZVPD.

The geometry in XYZ format:
```
14
Properties=species:S:1:pos:R:3:forces:R:3
C 0.496 -0.294 -1.319 -0.098 -0.241 -0.146
C -0.432 -1.136 -0.407 0.015 0.012 -0.056
C -0.284 -0.792 1.049 0.021 0.181 0.036
C -0.031 0.468 1.390 0.005 -0.201 -0.059
C 0.213 1.464 0.288 -0.093 0.101 0.186
O 0.997 0.897 -0.745 0.045 -0.007 -0.020
H 1.380 -0.878 -1.590 -0.101 0.052 0.055
H -0.040 -0.062 -2.251 0.062 0.044 0.100
H -1.477 -0.957 -0.696 0.132 -0.008 0.047
H -0.249 -2.200 -0.591 -0.008 0.175 0.055
H -0.423 -1.574 1.791 0.020 0.116 -0.050
H 0.051 0.785 2.426 -0.024 -0.051 -0.129
H 0.786 2.321 0.651 -0.092 -0.088 -0.033
H -0.742 1.852 -0.109 0.115 -0.085 0.013
```
Forces are in eV/Å.

Results
SMILES = C1=CCOCC1
HOMO energy = -9.44 eV
E = -270.51144 Ha
Relative energy (zero: lowest compared OMol25 entry of this formula, charge and spin) = 1.264 eV

---

Entry 3:
Here is a 2-piece molecular cluster, C5H2BrClNO4 overall in a non-equilibrium geometry from the OMol25 dataset. Energies are from ωB97M-V/def2-TZVPD.

The geometry in XYZ format:
```
14
Properties=species:S:1:pos:R:3:forces:R:3
C 0.297 -0.746 0.140 0.272 0.229 0.113
C -1.184 0.998 -0.462 0.092 0.684 -0.897
C 2.349 1.225 -0.786 0.084 0.063 -0.159
C -0.023 -1.669 -0.773 -0.149 -0.477 -0.163
C -1.815 -0.118 1.604 -0.548 -0.937 0.930
N -1.047 0.174 0.428 0.474 -0.152 -0.330
O 2.865 1.834 0.038 0.732 0.813 1.199
O 1.276 -0.351 0.737 0.001 -0.145 0.395
O -1.250 1.735 -1.369 -0.160 -0.190 0.366
O 1.896 0.714 -1.709 -0.550 -0.619 -1.233
Cl -2.552 1.426 2.172 -0.081 0.420 0.088
Br 1.273 -2.978 -1.213 0.065 0.023 -0.075
H -0.993 -1.843 -1.187 -0.202 0.054 0.072
H -1.092 -0.402 2.379 -0.030 0.233 -0.305
```
Forces are in eV/Å.

Results
Total charge = -1
HOMO energy = -3.31 eV
E = -3581.64378 Ha
Relative energy (zero: lowest compared OMol25 entry of this formula, charge and spin) = 0.082 eV

---

Entry 4:
Here is a 8-piece molecular cluster, C20H56O8 overall in a non-equilibrium geometry from the OMol25 dataset. Energies are from ωB97M-V/def2-TZVPD.

The geometry in XYZ format:
```
84
Properties=species:S:1:pos:R:3:forces:R:3
C -1.792 0.045 4.609 -0.329 1.174 0.215
C -1.623 1.126 3.503 -1.560 -3.193 -1.919
O -0.924 2.275 3.803 0.613 0.229 2.189
H -0.845 -0.367 4.894 0.870 0.217 0.411
H -2.323 -0.880 4.329 -0.403 0.821 -0.290
H -2.271 0.548 5.474 0.122 -0.661 -0.175
H -2.613 1.338 3.039 0.350 0.296 0.797
H -1.156 0.556 2.672 0.394 0.551 0.147
H -0.748 2.214 4.777 -0.028 0.496 -1.324
C -4.659 -1.154 0.843 0.372 0.111 0.304
C -6.044 -0.624 0.510 0.042 -0.530 1.420
O -6.004 -0.100 -0.768 1.764 0.916 -0.629
H -3.922 -0.339 0.964 -0.391 -0.356 -0.032
H -4.280 -1.799 0.037 -0.225 0.044 0.287
H -4.706 -1.730 1.781 0.142 0.169 -0.318
H -6.360 0.124 1.265 0.167 -0.091 -0.330
H -6.756 -1.444 0.589 -0.149 -0.171 -0.135
H -6.813 -0.138 -1.227 -1.597 -0.171 -0.535
C -3.786 -3.565 -2.678 -0.137 -2.484 -1.578
C -5.097 -3.116 -3.312 -0.387 -2.204 1.399
O -5.858 -2.542 -2.267 0.518 2.584 0.133
H -3.108 -2.778 -2.497 0.893 1.074 0.014
H -3.300 -4.357 -3.358 -0.387 1.208 1.037
H -4.001 -4.040 -1.712 -0.046 -0.001 -0.304
H -5.722 -3.993 -3.541 0.485 -0.054 -0.213
H -4.997 -2.609 -4.256 0.090 1.018 -0.121
H -5.351 -1.742 -1.936 -1.075 -1.121 -0.386
C -0.068 -2.718 0.287 -0.762 -0.602 -2.214
C 0.103 -1.217 0.055 0.527 -2.275 -0.905
O -0.441 -0.902 -1.197 -0.023 0.499 -0.486
H -1.137 -3.017 0.142 0.661 0.472 0.413
H 0.273 -3.065 1.234 0.318 -0.115 0.818
H 0.433 -3.304 -0.519 0.016 0.450 0.593
H 1.157 -0.956 0.098 0.290 0.263 0.218
H -0.454 -0.771 0.803 -0.872 1.502 1.736
H -0.540 0.061 -1.201 -0.250 -0.096 -0.136
C 0.851 2.072 -2.929 0.651 -1.035 -0.078
C 2.024 3.060 -2.783 -0.373 0.984 -0.541
C 2.394 3.243 -1.332 -1.266 0.180 1.207
O 3.136 2.686 -3.548 0.699 -1.872 -0.699
H 1.148 1.008 -2.562 -0.267 1.599 -1.028
H 0.376 2.100 -3.924 0.760 -0.455 0.042
H 0.024 2.313 -2.308 -0.563 0.536 1.001
H 1.808 4.052 -3.260 -0.538 -0.605 0.771
H 3.281 3.850 -1.090 -0.518 0.126 -0.559
H 2.604 2.269 -0.855 -0.335 0.179 -0.161
H 1.439 3.684 -0.884 1.479 -0.476 0.012
H 3.085 1.715 -3.670 0.292 0.777 0.038
C 5.788 -0.162 -1.477 1.201 -1.061 0.180
C 4.485 -0.792 -1.114 -0.826 -0.574 -1.626
C 3.959 -1.589 -2.279 1.275 0.796 -2.389
O 4.626 -1.668 -0.026 3.205 1.355 0.340
H 5.748 0.386 -2.417 -0.157 0.020 0.062
H 6.533 -0.984 -1.567 -0.340 0.461 -0.190
H 6.157 0.457 -0.687 0.158 0.649 0.394
H 3.758 -0.030 -0.970 -0.758 0.938 0.962
H 3.595 -0.926 -3.132 0.350 -0.759 1.090
H 3.215 -2.293 -2.041 -1.300 -0.675 0.509
H 4.799 -2.180 -2.683 -0.267 0.124 -0.016
H 3.842 -2.083 0.189 -2.684 -1.243 0.510
C -3.316 2.199 -1.779 0.773 1.682 1.376
C -2.554 2.698 -0.463 -1.511 -1.272 -0.201
C -3.498 2.633 0.803 1.282 1.038 -1.745
O -1.429 1.832 -0.184 -0.071 0.788 0.177
H -2.699 2.122 -2.688 0.051 0.103 0.524
H -4.112 2.961 -1.964 0.436 -0.787 0.057
H -3.735 1.244 -1.534 -0.468 -0.522 -0.088
H -2.226 3.721 -0.551 0.337 0.414 -0.420
H -3.434 1.633 1.155 -0.761 -0.867 0.140
H -4.467 3.054 0.568 -0.406 -0.426 0.080
H -3.066 3.250 1.573 0.250 0.374 0.415
H -1.073 2.199 0.646 0.149 -0.465 -0.407
C 4.287 0.496 2.921 -0.371 0.164 -1.325
C 5.675 -0.061 3.072 0.792 -1.208 -0.892
C 5.660 -1.452 3.762 0.230 0.798 -0.865
O 6.266 -0.159 1.742 0.995 1.073 1.897
H 3.729 0.611 3.809 -0.342 0.100 1.422
H 3.648 -0.192 2.301 0.764 0.612 0.223
H 4.343 1.489 2.459 -0.151 -0.280 -0.163
H 6.414 0.587 3.564 -0.678 0.044 0.253
H 5.074 -2.155 3.184 -0.277 -0.112 -0.361
H 5.195 -1.398 4.732 0.131 0.056 0.558
H 6.671 -1.844 3.779 0.133 -0.044 0.366
H 5.703 -0.671 1.200 -1.177 -1.198 -0.953
```
Forces are in eV/Å.

Results
SMILES = CC(C)O.CC(C)O.CC(C)O.CC(C)O.CCO.CCO.CCO.CCO
HOMO energy = -9.78 eV
E = -1397.40121 Ha
Relative energy (zero: lowest compared OMol25 entry of this formula, charge and spin) = 1.991 eV

---

Entry 5:
Here is C17H32AsN2OOsS2Si2 as an isolated structure from the OMol25 dataset. Energies are from ωB97M-V/def2-TZVPD.

The geometry in XYZ format:
```
58
Properties=species:S:1:pos:R:3:forces:R:3
Os 0.825 -0.107 0.657 -0.006 -0.046 -0.044
C -0.057 -1.449 3.894 0.013 -0.017 0.002
C 0.085 0.013 3.667 -0.031 -0.025 0.147
N 0.350 0.605 2.504 -0.042 0.177 0.011
C 0.375 1.998 2.629 0.094 0.034 -0.114
C 0.150 2.440 3.883 -0.064 0.027 -0.004
S -0.127 1.117 4.928 0.060 -0.036 -0.018
C 0.636 2.723 1.392 0.015 -0.094 0.078
C 0.696 4.047 1.127 -0.010 -0.068 -0.078
S 0.984 4.288 -0.540 0.012 0.016 0.010
C 1.025 2.613 -0.827 0.002 0.054 0.111
N 0.840 1.912 0.281 -0.054 -0.048 0.042
C 1.262 2.061 -2.192 -0.026 0.002 -0.029
H 0.877 -1.972 3.678 -0.033 0.024 0.007
H -0.854 -1.853 3.266 0.022 0.005 -0.024
H -0.314 -1.649 4.932 -0.003 -0.002 -0.001
H 0.124 3.456 4.244 0.009 0.000 -0.006
H 0.577 4.877 1.806 0.005 0.011 -0.005
H 0.961 2.782 -2.950 -0.011 0.005 0.002
H 0.704 1.137 -2.342 0.022 -0.002 0.016
H 2.323 1.860 -2.350 0.016 0.011 0.005
C 3.785 -1.007 -2.468 -0.104 -0.075 0.105
C 3.400 -0.514 -1.126 0.132 -0.004 0.118
C 4.440 -0.050 -0.167 -0.012 0.000 -0.006
O 2.198 -0.513 -0.797 -0.069 -0.031 -0.249
H 4.543 -0.364 -2.917 -0.003 0.049 0.012
H 2.926 -1.129 -3.121 0.001 0.000 -0.026
H 4.272 -1.981 -2.328 0.022 0.025 -0.004
H 5.440 -0.114 -0.584 0.007 0.013 0.021
H 4.392 -0.653 0.744 -0.007 -0.019 -0.006
H 4.232 0.986 0.118 0.008 0.003 -0.023
C -4.486 0.139 -0.464 0.001 -0.032 -0.006
Si -3.017 1.128 -0.979 -0.095 -0.055 0.008
C -2.708 1.221 -2.795 0.021 0.015 -0.038
C -2.736 2.675 -0.016 0.104 0.051 0.030
As -1.230 -0.468 -0.191 0.024 0.004 -0.034
Si -0.727 -2.804 -0.379 -0.023 0.016 0.137
C -2.063 -3.931 0.199 -0.073 0.009 0.004
C -0.185 -3.033 -2.129 0.092 0.025 0.006
C 0.711 -2.777 0.874 0.150 -0.001 -0.266
H -5.382 0.688 -0.775 0.000 0.002 0.002
H -4.548 0.008 0.618 -0.008 -0.004 -0.004
H -4.526 -0.837 -0.948 -0.010 0.000 0.006
H -3.502 1.840 -3.227 0.006 -0.010 -0.007
H -2.766 0.245 -3.276 0.002 -0.007 -0.021
H -1.758 1.692 -3.048 -0.006 -0.001 0.003
H -3.570 3.355 -0.219 -0.005 -0.008 -0.006
H -1.819 3.190 -0.310 -0.030 -0.012 0.029
H -2.727 2.489 1.059 0.007 0.027 0.010
H -2.908 -3.931 -0.492 0.002 -0.002 0.012
H -2.428 -3.681 1.196 -0.002 -0.009 -0.003
H -1.672 -4.952 0.230 0.006 -0.001 0.001
H -1.028 -2.936 -2.814 -0.017 -0.012 -0.023
H 0.213 -4.046 -2.245 0.004 -0.001 -0.022
H 0.591 -2.324 -2.423 -0.011 -0.020 -0.004
H 0.373 -3.268 1.786 0.051 0.061 0.024
H 1.286 -1.885 1.266 -0.092 0.027 0.131
H 1.541 -3.361 0.462 -0.066 -0.052 -0.018
```
Forces are in eV/Å.

Results
Total charge = +3
HOMO energy = -17.64 eV
E = -4552.64916 Ha
Relative energy (zero: lowest compared OMol25 entry of this formula, charge and spin) = 0.000 eV

---

Entry 6:
Here is a 2-piece molecular cluster, C7H11N2OP overall in a non-equilibrium geometry from the OMol25 dataset. Energies are from ωB97M-V/def2-TZVPD.

The geometry in XYZ format:
```
22
Properties=species:S:1:pos:R:3:forces:R:3
C 3.318 0.346 -0.305 1.773 3.715 -0.209
C 2.685 1.370 0.404 -2.074 -2.368 0.401
C 2.725 -0.852 -0.435 0.491 -0.819 -1.960
C 1.421 1.099 0.983 0.771 -0.494 -0.382
C 1.420 -1.065 -0.078 0.744 1.629 0.410
C 0.758 -0.099 0.647 1.220 1.103 1.392
C -0.562 -0.423 1.172 -2.567 -0.587 -0.616
N -4.355 1.569 -0.148 -0.072 -1.105 -1.100
N -1.518 -0.832 -1.353 -0.691 0.253 1.347
O -3.090 -0.849 0.820 4.725 -0.857 2.385
P -1.976 0.081 0.081 0.054 0.768 -1.224
H 4.262 0.638 -0.910 -1.464 -0.901 1.370
H 3.095 2.308 0.489 1.044 1.984 0.338
H 3.336 -1.414 -1.109 -0.414 -1.498 -0.139
H 0.968 1.734 1.744 0.045 0.270 -0.502
H 0.818 -1.819 -0.421 -0.750 -2.471 -0.572
H -0.796 -1.486 1.039 0.468 -0.098 0.751
H -0.912 -0.075 2.154 0.723 -0.080 -0.114
H -4.124 2.221 0.576 0.416 0.906 0.988
H -2.229 -0.777 -2.078 0.662 0.160 -0.088
H -0.547 -0.769 -1.645 -0.464 0.129 -0.214
H -3.869 -0.833 0.397 -4.639 0.360 -2.262
```
Forces are in eV/Å.

Results
HOMO energy (spin up / spin down) = -8.04 / -8.09 eV
E = -799.27317 Ha
Relative energy (zero: lowest compared OMol25 entry of this formula, charge and spin) = 6.161 eV

---

Q: Among the records above, which one has the lowest E?
A: C28H45As3CaCl5NOSSe